1.
The following is a DFT calculation (wB97M-V/def2-TZVPD) of a molecular structure, C18H24GaN5OSSe.

Geometry as XYZ:
```
51
Properties=species:S:1:pos:R:3:nbo_charge:R:1
Ga 0.714 -0.646 0.613 1.142
C -0.569 1.879 5.623 -0.620
C -1.345 2.298 4.385 -0.218
N -0.480 2.634 3.270 -0.584
C -0.044 1.772 2.323 0.310
S -0.799 0.220 2.196 -0.271
N 0.933 2.239 1.564 -0.451
N 1.349 1.362 0.616 -0.322
C 2.254 1.723 -0.215 0.256
C 2.956 3.038 -0.186 -0.680
C 2.572 0.723 -1.254 0.187
C 3.658 0.854 -2.112 -0.226
C 3.888 -0.136 -3.052 -0.146
C 3.036 -1.226 -3.109 -0.249
C 1.993 -1.294 -2.202 0.098
N 1.761 -0.339 -1.311 -0.484
H -1.250 1.600 6.428 0.214
H 0.064 2.691 5.987 0.201
H 0.067 1.022 5.399 0.226
H -1.978 3.164 4.589 0.194
H -2.005 1.495 4.063 0.222
H 0.128 3.435 3.366 0.399
H 2.405 3.742 0.430 0.259
H 3.071 3.439 -1.192 0.222
H 3.953 2.916 0.246 0.240
H 4.320 1.703 -2.033 0.226
H 4.731 -0.059 -3.726 0.222
H 3.181 -2.024 -3.823 0.227
H 1.330 -2.149 -2.173 0.212
O -0.784 0.810 -1.054 -0.712
C -1.701 0.494 -2.092 -0.060
C -3.075 0.157 -1.551 -0.418
C -3.017 -0.863 -0.412 -0.449
C -2.228 -2.099 -0.753 0.248
C -2.848 -3.113 -1.476 -0.263
C -2.161 -4.280 -1.758 -0.144
C -0.869 -4.409 -1.285 -0.266
C -0.313 -3.360 -0.577 0.034
N -0.958 -2.214 -0.328 -0.485
H -1.165 1.464 -0.455 0.485
H -1.262 -0.366 -2.603 0.182
H -1.755 1.317 -2.813 0.174
H -3.694 -0.214 -2.373 0.211
H -3.561 1.066 -1.184 0.207
H -4.035 -1.169 -0.162 0.220
H -2.592 -0.403 0.478 0.249
H -3.875 -2.979 -1.790 0.217
H -2.636 -5.076 -2.316 0.219
H -0.288 -5.307 -1.445 0.228
H 0.691 -3.406 -0.157 0.269
Se 2.232 -2.123 1.394 -0.950
```

The gap between HOMO and LUMO is 5.96 eV. Its relative energy (zero: lowest compared OMol25 entry of this formula, charge and spin) is 6.15 kcal per mole.

***

2.
The following is a DFT calculation (wB97M-V/def2-TZVPD) of a single C18H24N2O2 molecule.

Geometry as XYZ:
```
46
Properties=species:S:1:pos:R:3:nbo_charge:R:1
C -3.959 -0.825 1.992 -0.249
O -3.979 -0.740 0.592 -0.500
C -3.030 0.034 -0.024 0.288
C -3.112 0.044 -1.430 -0.266
C -2.232 0.767 -2.197 -0.204
C -1.243 1.491 -1.540 0.089
N -0.239 2.277 -2.027 -0.517
C 0.495 2.758 -0.982 0.005
C -0.020 2.308 0.202 -0.139
C 0.530 2.571 1.568 -0.420
C 1.979 2.076 1.685 -0.215
N 2.096 0.668 1.384 -0.622
C 2.622 0.218 0.224 0.699
O 3.110 0.970 -0.597 -0.650
C 2.675 -1.301 0.035 -0.315
C 1.732 -2.144 0.894 -0.404
C 0.269 -1.918 0.517 -0.405
C 0.049 -2.232 -0.959 -0.405
C 0.979 -1.382 -1.819 -0.396
C 2.439 -1.622 -1.446 -0.394
C -1.142 1.490 -0.130 -0.006
C -2.055 0.755 0.633 -0.330
H -3.017 -1.251 2.357 0.171
H -4.780 -1.489 2.262 0.198
H -4.119 0.153 2.460 0.173
H -3.896 -0.539 -1.885 0.225
H -2.303 0.768 -3.274 0.214
H -0.036 2.434 -2.999 0.414
H 1.349 3.382 -1.155 0.218
H -0.090 2.065 2.312 0.201
H 0.514 3.641 1.789 0.220
H 2.610 2.598 0.964 0.230
H 2.358 2.259 2.696 0.192
H 1.622 0.031 2.001 0.395
H 3.711 -1.572 0.284 0.232
H 1.895 -1.962 1.960 0.194
H 1.977 -3.196 0.718 0.211
H -0.014 -0.880 0.694 0.205
H -0.372 -2.554 1.132 0.205
H -0.990 -2.030 -1.226 0.217
H 0.248 -3.291 -1.142 0.189
H 0.743 -0.328 -1.669 0.204
H 0.825 -1.616 -2.874 0.206
H 3.084 -0.984 -2.051 0.234
H 2.703 -2.664 -1.638 0.195
H -1.985 0.764 1.710 0.215
```

The gap between HOMO and LUMO is 8.52 eV. Its relative energy (zero: lowest compared OMol25 entry of this formula, charge and spin) is 23.63 kcal per mole. As for the SMILES: COc1ccc2[nH]cc(CCNC(=O)C3CCCCC3)c2c1.

***

3.
The following is a DFT calculation (wB97M-V/def2-TZVPD) of a single C18H24N2O4 molecule.

Geometry as XYZ:
```
48
Properties=species:S:1:pos:R:3:nbo_charge:R:1
C 3.974 -2.360 -4.486 -0.601
C 3.923 -2.403 -2.962 -0.404
C 3.217 -3.653 -2.417 -0.392
C 1.787 -3.395 -1.940 -0.394
C 0.838 -2.977 -3.061 -0.400
C -0.582 -2.765 -2.541 -0.493
C -0.687 -1.505 -1.718 0.677
O 0.169 -0.651 -1.613 -0.630
N -1.872 -1.326 -1.074 -0.150
O -2.888 -2.269 -1.111 -0.533
C -2.054 -0.180 -0.208 -0.148
C -2.185 1.158 -0.934 -0.517
C -1.128 2.049 -0.311 0.720
O -0.936 3.214 -0.527 -0.572
N -0.396 1.287 0.573 -0.466
C 0.746 1.809 1.307 -0.263
C 0.306 2.328 2.651 0.044
C -0.153 3.632 2.779 -0.239
C -0.594 4.099 4.005 -0.196
C -0.583 3.264 5.110 -0.216
C -0.135 1.960 4.985 -0.207
C 0.306 1.492 3.760 -0.234
C -0.805 -0.013 0.673 0.727
O -0.311 -0.868 1.359 -0.585
H 2.976 -2.384 -4.915 0.199
H 4.531 -3.212 -4.871 0.199
H 4.469 -1.451 -4.822 0.207
H 3.417 -1.511 -2.588 0.203
H 4.949 -2.373 -2.587 0.201
H 3.206 -4.430 -3.185 0.190
H 3.781 -4.045 -1.568 0.206
H 1.800 -2.613 -1.179 0.213
H 1.406 -4.308 -1.474 0.192
H 1.184 -2.042 -3.501 0.217
H 0.826 -3.746 -3.837 0.203
H -0.898 -3.617 -1.935 0.221
H -1.289 -2.673 -3.369 0.241
H -2.760 -2.901 -0.382 0.471
H -2.918 -0.392 0.429 0.247
H -3.170 1.612 -0.841 0.245
H -1.959 1.053 -1.996 0.259
H 1.176 2.610 0.702 0.237
H 1.460 0.990 1.417 0.234
H -0.167 4.277 1.913 0.227
H -0.946 5.115 4.098 0.212
H -0.926 3.630 6.067 0.212
H -0.129 1.306 5.845 0.213
H 0.648 0.472 3.657 0.225
```

The gap between HOMO and LUMO is 9.80 eV. Its relative energy (zero: lowest compared OMol25 entry of this formula, charge and spin) is 40.95 kcal per mole. As for the SMILES: CCCCCCC(=O)N(O)[C@@H]1CC(=O)N(Cc2ccccc2)C1=O.

***

4.
The following is a DFT calculation (wB97M-V/def2-TZVPD) of a molecular structure, C18H24N2O5S in a non-equilibrium geometry.

Geometry as XYZ:
```
50
Properties=species:S:1:pos:R:3:nbo_charge:R:1
C 6.904 -0.157 1.948 -0.632
C 5.321 0.123 1.892 -0.072
H 4.908 -0.048 2.822 0.177
O 4.873 -0.862 1.043 -0.446
C 3.617 -0.760 0.904 0.356
C 2.712 -0.125 1.594 -0.364
C 1.364 -0.342 1.481 -0.075
C 0.911 -1.240 0.341 -0.366
C 1.830 -2.130 -0.254 -0.250
C 3.091 -1.974 0.064 0.034
C 4.132 -3.101 -0.724 -0.605
H 3.728 -3.716 -1.338 0.205
H 4.752 -3.222 0.220 0.236
H 4.757 -2.442 -1.258 0.211
H 1.420 -2.856 -0.877 0.228
S -0.834 -1.563 0.207 2.148
O -1.659 -0.845 1.324 -0.899
O -1.132 -2.855 -0.214 -0.917
N -1.270 -0.502 -1.384 -0.570
C -0.804 0.758 -1.003 -0.357
C -1.465 1.536 0.082 0.714
O -0.907 1.957 1.015 -0.547
N -2.894 1.175 0.052 -0.682
H -3.185 0.391 -0.432 0.419
C -3.666 1.646 0.944 -0.191
C -5.120 2.104 0.770 0.199
C -5.409 2.918 -0.175 -0.301
C -6.891 2.880 -0.328 -0.366
C -7.132 2.273 1.082 0.156
O -6.150 1.804 1.651 -0.365
H -8.148 2.190 1.352 0.191
H -7.416 3.555 -0.943 0.216
H -4.844 3.111 -1.110 0.230
H -3.116 2.461 1.885 0.235
H -3.775 0.749 1.926 0.138
H -1.157 1.300 -2.064 0.224
H 0.304 1.114 -1.015 0.224
C -0.801 -1.272 -2.345 -0.135
C -1.633 -0.710 -3.690 -0.525
H -2.606 -1.103 -3.460 0.195
H -1.443 -1.221 -4.410 0.187
H -1.515 0.153 -3.739 0.163
H -0.699 -2.181 -2.326 0.191
H 0.376 -0.741 -2.610 0.088
H 0.687 0.342 1.645 0.229
H 2.854 0.760 2.172 0.234
H 5.132 1.141 1.636 0.185
H 7.251 0.113 1.008 0.211
H 7.420 0.640 2.398 0.215
H 7.328 -1.228 2.242 0.226
```

The gap between HOMO and LUMO is 7.38 eV. Its relative energy (zero: lowest compared OMol25 entry of this formula, charge and spin) is 433.20 kcal per mole.